(1)
DFT (ωB97M-V with the def2-TZVPD basis set) results for a cluster of 7 separate species, H14O7 in total.

Cartesian coordinates (Å):
O (2.09, 2.79, 1.13)
H (1.71, 2.30, 1.86)
H (2.42, 2.11, 0.54)
O (-1.49, -1.77, -0.51)
H (-1.34, -2.68, -0.24)
H (-1.79, -1.33, 0.29)
O (-2.20, -2.50, -2.89)
H (-2.58, -3.27, -2.46)
H (-1.75, -2.03, -2.19)
O (2.87, 0.09, 0.94)
H (3.08, -0.63, 0.35)
H (2.60, -0.34, 1.75)
O (-1.88, -0.32, 1.93)
H (-1.91, -0.46, 2.87)
H (-2.28, 0.55, 1.80)
O (0.39, 2.86, -1.66)
H (-0.12, 3.12, -0.89)
H (0.65, 1.95, -1.48)
O (0.48, 0.19, -0.59)
H (-0.22, -0.42, -0.37)
H (1.27, -0.20, -0.20)

The energy above the lowest of the compared OMol25 structures with the same formula, charge and spin comes out at 43.8 kcal per mole. Its SMILES is O.O.O.O.O.O.O. Its spin multiplicity is 1. The frontier orbital gap is 9.86 eV. For the total energy, the calculation gives -535.0540 Eh.

=====

(2)
DFT (ωB97M-V with the def2-TZVPD basis set) results for a structure of composition C8H7ClO in a non-equilibrium geometry.

Cartesian coordinates (Å):
C (-1.17, 0.70, 1.84)
C (0.05, 0.36, 2.37)
C (-1.39, 0.62, 0.47)
C (1.08, 0.05, 1.52)
C (-0.29, 0.69, -0.43)
C (0.94, 0.34, 0.12)
C (1.40, -0.96, -3.02)
C (1.91, 0.11, -2.47)
O (2.00, 0.34, -0.63)
Cl (2.46, 1.53, -3.11)
H (-1.90, 0.82, 2.64)
H (0.11, 0.30, 3.37)
H (-2.44, 0.73, 0.25)
H (1.96, -0.29, 2.00)
H (-0.32, 0.79, -1.41)
H (1.58, -1.03, -4.02)
H (0.91, -1.69, -2.32)

Its spin multiplicity is 3. The frontier orbital gap (spin up / spin down) is 5.84 / 6.34 eV. Its expectation value of S² is 2.057. For the total energy, the calculation gives -844.2232 Eh.